Record 1
Entry from the OMol25 dataset: 3 unconnected molecules or ions with the total composition C21H32N4O3PS at a distorted geometry (wB97M-V/def2-TZVPD).

The geometry in XYZ format:
```
62
Properties=species:S:1:pos:R:3:lowdin_charge:R:1
C 4.293 -3.845 -0.025 -0.16
N 5.006 -2.788 -0.274 0.04
N 4.250 -2.001 -1.137 0.05
C 3.128 -2.642 -1.306 -0.71
S 1.809 -2.011 -2.247 0.98
C 1.695 -0.353 -1.477 -0.44
C 1.669 -0.341 0.036 -0.26
C 0.448 -1.038 0.646 -0.21
C -0.650 -0.032 0.979 -0.22
C -1.975 -0.664 1.387 -0.22
C -3.166 0.186 0.949 -0.28
C -3.714 -0.208 -0.419 -0.31
P -5.270 -1.293 -0.360 0.46
O -4.830 -2.087 -1.871 -0.38
C -4.404 -3.412 -1.690 -0.30
C -4.562 -3.748 -0.205 -0.33
O -4.383 -2.557 0.491 -0.35
O 3.083 -3.813 -0.648 0.05
H 4.516 -4.685 0.597 0.12
H 2.570 0.186 -1.821 0.07
H 0.806 0.116 -1.877 0.07
H 2.594 -0.717 0.453 0.08
H 1.622 0.708 0.323 0.11
H 0.042 -1.797 -0.014 0.10
H 0.754 -1.525 1.570 0.11
H -0.789 0.596 0.098 0.09
H -0.272 0.613 1.769 0.11
H -2.055 -1.664 0.974 0.10
H -1.989 -0.747 2.473 0.10
H -2.815 1.219 0.892 0.07
H -3.944 0.159 1.705 0.07
H -2.926 -0.682 -1.003 0.07
H -4.006 0.693 -0.951 0.05
H -6.478 -2.134 -0.283 -0.01
H -6.055 -0.345 -1.139 -0.03
H -5.686 -0.641 0.879 -0.03
H -3.357 -3.446 -1.999 0.10
H -5.008 -4.113 -2.269 0.09
H -3.766 -4.429 0.095 0.10
H -5.551 -4.171 -0.043 0.08
N 5.748 1.534 0.535 0.06
C 5.713 2.551 1.392 -0.17
C 5.545 2.401 2.761 -0.08
C 5.405 1.119 3.268 -0.09
C 5.440 0.049 2.390 -0.07
C 5.614 0.306 1.037 -0.16
H 5.822 3.538 0.956 0.10
H 5.523 3.266 3.409 0.10
H 5.269 0.958 4.330 0.10
H 5.331 -0.969 2.740 0.10
H 5.645 -0.503 0.320 0.07
N -1.546 2.617 -1.776 0.08
C -0.401 3.079 -2.268 -0.16
C 0.067 4.366 -2.050 -0.08
C -0.703 5.220 -1.277 -0.09
C -1.900 4.753 -0.760 -0.07
C -2.278 3.446 -1.038 -0.14
H 0.171 2.378 -2.869 0.10
H 1.010 4.688 -2.473 0.10
H -0.375 6.233 -1.080 0.10
H -2.533 5.386 -0.153 0.10
H -3.204 3.034 -0.652 0.10
```

Output
* largest force on an atom: 1.50 eV/Å
* E: -2003.614659 a.u.
* total charge: -1
* orbital gap: 6.091 eV



Record 2
Entry from the OMol25 dataset: 3 unconnected molecules or ions with the total composition C4H11NO4 at a distorted geometry (wB97M-V/def2-TZVPD).

The geometry in XYZ format:
```
20
Properties=species:S:1:pos:R:3:lowdin_charge:R:1
C -0.458 2.069 1.687 -0.03
N -0.277 0.801 0.910 -0.17
C 1.003 0.471 0.542 -0.20
O 1.266 -0.782 0.451 -0.07
C -1.295 -0.164 1.118 -0.15
C -2.143 -0.393 -0.118 -0.24
O -3.337 -0.516 -0.167 0.07
H -1.626 2.045 1.706 0.12
H 0.038 2.014 2.767 0.12
H 0.013 2.965 1.295 0.07
H 1.595 1.135 0.000 0.12
H -1.837 -0.127 2.074 0.14
H -0.628 -1.141 0.947 0.17
H -1.504 -0.441 -0.956 0.11
O 1.189 0.385 -2.305 -0.08
H 1.755 1.051 -2.708 0.04
H 1.706 -0.464 -2.336 0.03
O 2.774 -1.739 -1.327 -0.06
H 1.979 -2.212 -1.130 0.03
H 2.659 -1.112 -0.614 -0.01
```

Output
* largest force on an atom: 7.05 eV/Å
* E: -514.654688 a.u.
* SMILES: CN(C=O)CC=O.O.O
* orbital gap: 9.894 eV
* energy above the lowest of the compared OMol25 structures with the same formula, charge and spin: 257.7 kJ/mol



Record 3
Entry from the OMol25 dataset: C26H32N4O3S in the gas phase (wB97M-V/def2-TZVPD).

The geometry in XYZ format:
```
66
Properties=species:S:1:pos:R:3:lowdin_charge:R:1
C 1.769 -4.302 -2.001 -0.10
C 2.319 -3.189 -2.885 -0.26
C 2.524 -1.881 -2.120 -0.19
C 3.746 -1.923 -1.201 -0.18
N 3.823 -0.747 -0.365 0.04
C 3.630 -0.805 0.968 -0.60
O 3.630 -1.830 1.611 0.05
C 3.565 0.553 1.666 -0.35
S 2.629 1.822 0.772 1.01
C 1.161 0.897 0.458 -0.55
N 1.173 -0.322 0.848 0.11
C 0.099 -1.113 0.562 -0.22
C 0.108 -2.460 0.930 0.00
C -0.957 -3.267 0.616 -0.01
C -2.084 -2.780 -0.081 -0.21
N -3.128 -3.599 -0.465 -0.10
C -3.103 -5.028 -0.231 -0.14
C -3.742 -5.366 1.123 -0.19
O -5.069 -4.888 1.171 -0.13
C -5.119 -3.497 0.943 -0.18
C -4.497 -3.123 -0.411 -0.13
C -2.080 -1.434 -0.450 0.06
C -1.011 -0.605 -0.134 -0.06
C -1.028 0.800 -0.526 -0.35
O -1.947 1.360 -1.089 0.08
N 0.140 1.507 -0.207 0.01
C 0.190 2.917 -0.537 -0.16
C -0.256 3.784 0.647 -0.13
C -0.125 5.236 0.290 -0.24
C -1.195 5.932 -0.255 -0.04
C -1.060 7.263 -0.609 -0.08
C 0.150 7.911 -0.426 -0.10
C 1.224 7.221 0.111 -0.08
C 1.088 5.891 0.465 -0.04
H 2.457 -4.537 -1.193 0.07
H 0.819 -4.001 -1.564 0.06
H 1.610 -5.205 -2.586 0.07
H 1.615 -3.009 -3.700 0.10
H 3.267 -3.502 -3.327 0.11
H 2.647 -1.060 -2.832 0.11
H 1.636 -1.677 -1.520 0.10
H 3.690 -2.773 -0.520 0.11
H 4.662 -2.004 -1.798 0.12
H 3.758 0.149 -0.827 0.11
H 4.571 0.962 1.779 0.09
H 3.115 0.415 2.648 0.09
H 0.968 -2.840 1.458 0.12
H -0.919 -4.298 0.931 0.10
H -2.088 -5.415 -0.300 0.12
H -3.702 -5.494 -1.022 0.13
H -3.802 -6.445 1.272 0.13
H -3.152 -4.916 1.936 0.12
H -6.175 -3.224 0.975 0.13
H -4.581 -2.966 1.744 0.13
H -4.544 -2.045 -0.544 0.11
H -5.061 -3.607 -1.216 0.13
H -2.889 -0.996 -1.013 0.12
H 1.211 3.176 -0.831 0.10
H -0.485 3.073 -1.382 0.13
H -1.294 3.541 0.885 0.12
H 0.368 3.554 1.513 0.10
H -2.140 5.428 -0.399 0.12
H -1.900 7.796 -1.028 0.10
H 0.255 8.950 -0.700 0.10
H 2.171 7.722 0.255 0.10
H 1.927 5.353 0.883 0.11
```

Output
* largest force on an atom: 0.90 eV/Å
* E: -1852.941065 a.u.
* SMILES: CCCCNC(=O)CSc1nc2ccc(N3CCOCC3)cc2c(=O)n1CCc1ccccc1
* orbital gap: 7.950 eV
* energy above the lowest of the compared OMol25 structures with the same formula, charge and spin: 24.6 kJ/mol